P | {"formula": "C4H14NO3", "method": "ωB97M-V/def2-TZVPD", "symbols": ["C", "C", "C", "N", "C", "O", "H", "H", "H", "H", "H", "H", "H", "H", "H", "H", "H", "H", "O", "H", "H", "O"], "coordinates": [[0.907, -0.301, 2.213], [0.864, 0.430, 0.846], [2.035, 0.024, -0.138], [-0.335, 0.278, 0.162], [-0.926, 1.414, -0.786], [-2.176, 1.565, -0.564], [-0.091, -0.530, 2.908], [1.463, -1.356, 1.969], [1.720, 0.023, 2.865], [1.012, 1.708, 1.027], [3.009, 0.430, -0.137], [2.051, -0.955, -0.462], [1.548, 0.528, -1.129], [-1.213, 0.168, 0.722], [-0.105, 2.326, -0.654], [-0.475, 1.174, -1.683], [-1.193, -2.554, 0.449], [-0.141, -2.253, -0.388], [-0.615, -2.953, -0.098], [-2.046, 0.422, -3.036], [-2.623, 0.489, -1.613], [-2.670, -0.078, -2.474]], "lowdin_charge": [-0.11, -0.55, -0.07, -0.07, -0.53, -0.22, 0.12, 0.10, 0.03, 0.15, 0.03, 0.02, 0.11, 0.11, 0.10, 0.03, -0.03, -0.05, 0.02, 0.00, -0.01, -0.17], "homo_lumo_gap_ha": 0.2778, "charge": -1, "e_lumo_ev": 3.642, "homo_ev": -3.918}

***

Q | {"formula": "C4H14NO3", "method": "ωB97M-V/def2-TZVPD", "symbols": ["C", "C", "C", "C", "O", "N", "H", "H", "H", "H", "H", "H", "H", "H", "H", "H", "H", "H", "O", "H", "H", "O"], "coordinates": [[-0.124, -2.161, 1.141], [-0.106, -1.216, -0.104], [-1.329, -0.555, -0.678], [-1.628, 0.853, 0.010], [-1.063, 0.841, 1.275], [0.675, -2.041, -1.092], [-0.411, -1.583, 2.022], [0.964, -2.268, 1.242], [-0.837, -2.981, 0.951], [0.719, -0.524, 0.157], [-2.247, -1.150, -0.578], [-1.250, -0.421, -1.768], [-2.733, 0.908, 0.121], [-1.246, 1.672, -0.602], [1.137, -1.454, -1.775], [0.178, -2.813, -1.521], [1.934, 1.880, -0.427], [1.323, 1.233, -1.685], [2.150, 1.552, -1.344], [-0.119, 1.476, 1.235], [0.853, 3.081, 1.070], [0.965, 2.124, 0.982]], "lowdin_charge": [-0.07, -0.45, -0.16, -0.33, -0.22, -0.01, 0.06, 0.07, 0.07, 0.13, 0.09, 0.09, 0.09, 0.09, 0.05, 0.05, -0.02, -0.02, -0.13, -0.02, -0.03, -0.32], "homo_lumo_gap_ha": 0.3138, "charge": -1, "e_lumo_ev": 4.002, "homo_ev": -4.536}

***

R | {"formula": "C4H14NO3", "method": "ωB97M-V/def2-TZVPD", "symbols": ["C", "N", "C", "C", "C", "O", "H", "H", "H", "H", "H", "H", "H", "H", "H", "H", "H", "H", "O", "H", "H", "O"], "coordinates": [[0.030, 2.022, 1.663], [-0.631, 0.796, 1.159], [1.415, -0.516, 1.487], [0.247, -0.291, 0.522], [0.503, -0.247, -1.037], [-0.630, -0.509, -1.768], [0.498, 2.563, 0.838], [-0.770, 2.636, 2.018], [0.806, 1.734, 2.406], [-1.270, 1.048, 0.339], [1.925, -1.438, 1.194], [1.068, -0.525, 2.526], [2.173, 0.285, 1.392], [-0.440, -1.173, 0.524], [1.193, -1.084, -1.360], [0.917, 0.705, -1.322], [-2.794, 0.536, -0.686], [-2.143, 0.567, -2.004], [-2.690, 1.148, -1.425], [0.906, -2.983, -2.246], [-0.263, -2.241, -1.819], [-0.049, -3.034, -2.400]], "lowdin_charge": [-0.16, -0.10, -0.11, -0.36, -0.40, -0.35, 0.06, 0.05, 0.06, 0.08, 0.06, 0.07, 0.07, 0.13, 0.09, 0.08, 0.01, 0.01, -0.13, 0.00, -0.01, -0.14], "homo_lumo_gap_ha": 0.2699, "charge": -1, "e_lumo_ev": 3.796, "homo_ev": -3.547}

***

Stability comparison, relative energies in kJ/mol: P 247.1; Q 0.0; R 51.2